[1]
Density functional theory data (ωB97M-V/def2-TZVPD) for 8 unconnected molecules or ions with the total composition C24H68N4O12 at a distorted geometry.

Values from the calculation:
HOMO = -8.8616 eV
LUMO energy = 0.36 eV
Max |F| = 12.25 eV/A
Total charge = 0

Cartesian coordinates (Å):
C: -30.809 -11.965 -14.872
O: -30.629 -10.832 -14.026
C: -29.756 -9.944 -14.769
C: -29.937 -8.569 -14.144
C: -28.939 -7.590 -14.468
N: -29.748 -8.807 -12.742
H: -29.807 -12.400 -14.990
H: -31.240 -11.746 -15.896
H: -31.423 -12.735 -14.432
H: -28.693 -10.157 -14.704
H: -30.095 -9.892 -15.791
H: -30.953 -8.159 -14.328
H: -27.919 -7.816 -14.188
H: -29.212 -6.590 -14.093
H: -28.879 -7.558 -15.572
H: -30.348 -9.620 -12.499
H: -30.191 -8.124 -12.096
C: -32.372 -12.810 -10.789
O: -33.038 -11.556 -10.789
C: -32.530 -10.602 -11.652
C: -33.353 -9.330 -11.472
C: -33.277 -8.306 -12.663
N: -32.939 -8.667 -10.265
H: -32.353 -13.238 -11.778
H: -32.875 -13.410 -10.036
H: -31.327 -12.571 -10.480
H: -31.408 -10.481 -11.492
H: -32.557 -11.082 -12.640
H: -34.350 -9.688 -11.293
H: -34.008 -7.446 -12.674
H: -33.263 -8.860 -13.639
H: -32.295 -7.794 -12.617
H: -31.979 -8.283 -10.376
H: -32.685 -9.455 -9.631
C: -31.861 -14.288 -7.515
O: -31.496 -13.000 -7.875
C: -32.351 -12.040 -7.263
C: -31.713 -10.729 -7.349
C: -32.710 -9.624 -7.161
N: -31.236 -10.604 -8.749
H: -30.981 -14.805 -7.850
H: -32.734 -14.634 -8.013
H: -31.960 -14.451 -6.498
H: -33.353 -12.126 -7.780
H: -32.626 -12.247 -6.221
H: -31.019 -10.670 -6.588
H: -33.670 -9.781 -7.630
H: -32.348 -8.686 -7.523
H: -32.981 -9.532 -6.066
H: -31.927 -10.950 -9.329
H: -30.495 -11.267 -8.792
C: -31.719 -5.374 -13.434
O: -32.373 -4.216 -12.831
C: -33.163 -4.558 -11.679
C: -33.655 -3.461 -10.720
C: -32.566 -2.585 -10.140
N: -34.477 -4.048 -9.706
H: -31.037 -5.123 -14.182
H: -32.408 -6.047 -13.825
H: -30.978 -5.824 -12.734
H: -34.075 -5.223 -11.884
H: -32.554 -5.143 -11.095
H: -34.459 -2.867 -11.163
H: -33.001 -1.857 -9.496
H: -31.927 -2.073 -10.804
H: -31.935 -3.324 -9.621
H: -33.851 -4.811 -9.340
H: -35.200 -4.521 -10.185
O: -35.731 -6.361 -6.060
C: -35.998 -6.268 -7.441
C: -35.070 -7.312 -8.153
O: -34.991 -7.071 -9.352
H: -34.861 -6.015 -5.886
H: -37.029 -6.478 -7.683
H: -35.946 -5.220 -7.722
H: -35.486 -8.332 -8.155
H: -34.068 -7.277 -7.734
H: -34.283 -7.637 -9.768
O: -29.308 -12.113 -12.112
C: -28.767 -11.306 -11.065
C: -27.370 -10.903 -11.484
O: -27.367 -10.089 -12.444
H: -29.611 -11.595 -12.888
H: -29.424 -10.466 -10.835
H: -28.746 -11.940 -10.206
H: -26.818 -11.774 -11.740
H: -27.072 -10.387 -10.530
H: -28.240 -9.694 -12.429
O: -30.458 -7.359 -10.534
C: -30.302 -7.196 -9.155
C: -31.027 -5.934 -8.818
O: -32.247 -6.097 -8.713
H: -29.705 -6.903 -10.968
H: -30.622 -8.100 -8.666
H: -29.273 -7.080 -8.873
H: -30.864 -5.173 -9.657
H: -30.715 -5.479 -7.890
H: -32.507 -6.760 -9.298
O: -29.264 -16.077 -9.915
C: -30.249 -15.383 -10.609
C: -30.756 -16.087 -11.865
O: -31.217 -15.272 -12.649
H: -28.485 -15.962 -10.444
H: -31.035 -15.169 -9.904
H: -29.791 -14.408 -10.873
H: -31.495 -16.842 -11.664
H: -29.937 -16.662 -12.402
H: -30.463 -14.803 -12.919

=====

[2]
Density functional theory data (ωB97M-V/def2-TZVPD) for a molecular structure, C4H6LaLiO2 at a distorted geometry.

Values from the calculation:
HOMO = -15.8476 eV
LUMO energy = -8.91 eV
Max |F| = 2.73 eV/A
Total charge = +2

Cartesian coordinates (Å):
O: 2.758 0.285 -0.072
C: 3.363 0.214 1.060
C: 3.819 0.242 2.185
Li: 3.741 1.273 -1.323
La: 0.407 -0.488 -0.608
H: 4.418 -0.002 3.047
C: -1.905 -0.991 0.235
C: -2.586 -0.015 -0.700
O: -1.505 0.618 -1.487
H: -2.078 -0.732 1.290
H: -2.239 -2.024 0.065
H: -3.115 0.799 -0.185
H: -3.271 -0.487 -1.420
H: -1.807 1.304 -2.088

=====

HOMO-LUMO gap for every record listed, in sequence, given in eV: 9.224 6.943.
Calculated total energy for every record listed, in sequence, given in a.u.: -2076.70690 -344.94888.
Relative energy (zero: lowest compared OMol25 entry of this formula, charge and spin) for every record listed, in sequence, given in eV: 6.9341 0.0000.